{"formula": "C5H16N2O", "method": "ωB97M-V/def2-TZVPD", "homo_ev": -8.763, "e_tot_ev": -10471.61956, "orbital_gap_ha": 0.357, "smiles": "CN[C@@H](C)CCN.O", "species": ["C", "N", "C", "C", "C", "N", "C", "H", "H", "H", "H", "H", "H", "H", "H", "H", "H", "H", "H", "H", "H", "H", "H", "O"], "positions_angstrom": [[-0.415, 0.328, -2.098], [-0.592, 0.509, -0.681], [0.587, 0.874, 0.081], [0.374, 0.456, 1.562], [0.490, -1.074, 1.766], [-0.645, -1.843, 1.224], [0.767, 2.419, 0.086], [0.235, 1.049, -2.613], [-0.098, -0.677, -2.385], [-1.383, 0.437, -2.599], [-1.383, 1.087, -0.459], [1.482, 0.404, -0.314], [1.066, 1.032, 2.165], [-0.644, 0.691, 1.894], [1.438, -1.401, 1.338], [0.508, -1.217, 2.844], [-1.101, -1.265, 0.517], [-1.333, -1.822, 1.966], [0.293, 2.826, -0.813], [1.779, 2.830, 0.015], [0.261, 2.961, 0.889], [-0.006, -3.347, -1.331], [-0.944, -2.280, -1.214], [-0.737, -2.978, -1.840]]}

{"formula": "C6H10N2O2", "method": "ωB97M-V/def2-TZVPD", "homo_ev": [-5.276, -8.872], "e_tot_ev": -13454.21669, "orbital_gap_ha": [0.211, 0.180], "multiplicity": 3, "species": ["C", "C", "C", "C", "C", "C", "N", "N", "O", "O", "H", "H", "H", "H", "H", "H", "H", "H", "H", "H"], "positions_angstrom": [[-0.020, 0.257, -1.585], [1.325, 0.810, 0.164], [-1.447, 0.121, -1.083], [1.395, -0.615, -0.168], [2.169, -1.568, 0.649], [-1.874, 0.906, 1.199], [0.722, -0.882, -1.250], [-1.350, -0.181, 0.306], [0.557, 1.354, -0.883], [1.780, 1.521, 1.013], [0.019, 0.375, -2.729], [-1.912, 1.120, -1.172], [-1.934, -0.630, -1.730], [3.145, -2.090, 0.236], [1.526, -2.444, 0.816], [2.408, -0.955, 1.551], [-2.323, 0.521, 2.019], [-1.104, 1.595, 1.470], [-2.583, 1.387, 0.585], [-0.499, -0.602, 0.592]]}

{"formula": "C4H4NO2S", "method": "ωB97M-V/def2-TZVPD", "homo_ev": -3.851, "e_tot_ev": -20634.02802, "orbital_gap_ha": 0.273, "charge": -1, "smiles": "Cn1sc([O-])cc1=O", "species": ["C", "C", "C", "C", "N", "O", "O", "S", "H", "H", "H", "H"], "positions_angstrom": [[-1.176, 1.059, -1.890], [-1.132, 0.776, -0.569], [-0.737, 0.112, -2.876], [0.423, -0.555, 0.702], [-0.547, -0.626, -0.367], [-1.226, 1.491, 0.421], [-0.769, 0.112, -4.097], [0.072, -1.196, -1.925], [-1.852, 1.879, -2.048], [0.804, -1.491, 0.964], [1.207, 0.163, 0.290], [-0.089, -0.129, 1.511]]}

{"formula": "C6H17FHfNO3", "method": "ωB97M-V/def2-TZVPD", "homo_ev": -18.540, "e_tot_ev": -18116.77923, "orbital_gap_ha": 0.084, "charge": 3, "species": ["Hf", "F", "C", "C", "C", "O", "C", "N", "H", "H", "H", "H", "H", "H", "H", "H", "H", "H", "H", "C", "C", "O", "O", "H", "H", "H", "H", "H", "H"], "positions_angstrom": [[-0.115, -1.308, -1.410], [0.007, -0.806, 0.789], [0.388, 2.223, -4.522], [0.746, 1.237, -3.450], [0.890, 1.785, -2.006], [1.098, 0.572, -1.258], [2.210, 0.763, -0.342], [-0.235, 0.124, -3.420], [1.112, 3.038, -4.589], [-0.463, 2.804, -4.144], [0.170, 1.887, -5.534], [1.760, 0.902, -3.688], [-0.069, 2.125, -1.608], [1.722, 2.484, -2.008], [1.977, 1.449, 0.469], [3.148, 0.881, -0.884], [2.385, -0.210, 0.129], [-0.457, -0.062, -4.402], [-1.081, 0.634, -3.132], [-1.467, -1.919, 3.742], [-1.562, -2.402, 5.208], [-2.898, -2.311, 5.674], [-0.130, -1.952, 3.303], [-1.860, -0.897, 3.709], [-2.171, -2.453, 3.092], [-0.992, -1.791, 5.907], [-1.312, -3.468, 5.324], [-2.767, -1.922, 6.555], [-0.037, -1.405, 2.498]]}

{"formula": "C4H11NO2", "method": "ωB97M-V/def2-TZVPD", "homo_ev": -9.221, "e_tot_ev": -9910.84350, "orbital_gap_ha": 0.359, "smiles": "CC(=O)O.CCN", "species": ["C", "C", "N", "H", "H", "H", "H", "H", "H", "H", "H", "C", "C", "O", "O", "H", "H", "H"], "positions_angstrom": [[1.156, 2.117, 0.414], [0.949, 2.161, -1.119], [-0.169, 2.127, 1.055], [1.681, 1.209, 0.700], [1.588, 3.077, 0.670], [1.669, 2.842, -1.564], [-0.105, 2.311, -1.334], [-2.881, -2.478, 1.310], [-0.766, 1.346, 0.800], [-0.123, 1.973, 2.058], [1.191, 1.179, -1.537], [-0.344, -2.572, -0.810], [-0.979, -2.585, 0.568], [-0.227, -2.838, 1.482], [-2.207, -2.106, 0.739], [-0.934, -3.101, -1.553], [0.605, -3.082, -0.685], [-0.107, -1.579, -1.193]]}

{"formula": "CH3NO2P2", "method": "ωB97M-V/def2-TZVPD", "homo_ev": -9.438, "e_tot_ev": -25246.22843, "orbital_gap_ha": 0.330, "species": ["C", "N", "O", "O", "P", "P", "H", "H", "H"], "positions_angstrom": [[0.163, 0.956, -1.285], [-0.906, 0.352, 1.256], [0.830, -1.130, 1.152], [0.035, -1.861, -1.111], [-0.315, -0.817, 2.086], [0.326, -0.542, -0.513], [1.001, 1.531, -0.928], [-1.459, 1.064, 1.644], [0.323, 0.448, -2.301]]}